(1)
{
  "formula": "C19H31BBrClCsF4KLiMgN2NaO5S",
  "method": "the ωB97M-V functional and the def2-TZVPD basis",
  "e_tot_ha": -6074.80918,
  "homo_energy_ev": -4.416,
  "orbital_gap_ev": 1.04,
  "e_lumo_ev": -3.377,
  "charge": 0,
  "symbols": ["C", "C", "S", "C", "C", "C", "N", "C", "C", "C", "C", "C", "C", "C", "C", "O", "C", "C", "C", "N", "C", "O", "O", "H", "H", "H", "H", "H", "H", "H", "H", "H", "H", "H", "H", "H", "H", "H", "H", "H", "H", "H", "H", "H", "H", "H", "H", "H", "H", "H", "Li", "B", "F", "F", "F", "F", "Cs", "K", "Br", "O", "C", "C", "O", "H", "H", "H", "H", "Mg", "Cl", "Na"],
  "positions_angstrom": [[1.83938, -2.66025, 0.87299], [1.37817, -2.37746, -0.60210], [-0.34998, -1.79896, -0.75343], [-0.60420, -0.25722, 0.23686], [-1.73109, 0.61487, -0.42838], [-2.84727, -0.44355, -0.88127], [-3.68649, -1.26646, -1.13470], [-1.31094, 1.40396, -1.71508], [0.16945, 1.88927, -1.68092], [1.24615, 0.84733, -2.15796], [2.38744, 1.50715, -2.99158], [3.40821, 2.33768, -2.12762], [4.55530, 1.50832, -1.46697], [4.20086, 0.87677, -0.07410], [4.04766, 1.91058, 1.10230], [4.10024, 3.28140, 0.68340], [3.94295, 4.16280, 1.81905], [-2.43256, 1.55782, 0.67757], [-3.82068, 2.17415, 0.19057], [-4.83341, 2.53963, -0.32211], [-1.42827, 2.66497, 1.16554], [-0.81718, 2.47763, 2.20348], [-1.20929, 3.72393, 0.45781], [2.88172, -3.07232, 0.92580], [1.08952, -3.37445, 1.29964], [1.85576, -1.71584, 1.46906], [2.14062, -1.72549, -1.09089], [1.42874, -3.36158, -1.14116], [-0.98732, -0.56874, 1.24570], [0.32312, 0.32583, 0.43475], [-1.94690, 2.33240, -1.73992], [-1.54655, 0.87646, -2.67705], [0.42711, 2.36219, -0.69356], [0.24671, 2.73238, -2.42487], [0.70290, 0.07342, -2.76220], [1.61195, 0.32658, -1.23880], [2.91836, 0.67702, -3.52956], [1.92443, 2.14477, -3.79817], [3.90832, 3.06587, -2.83354], [2.81897, 2.95663, -1.39567], [4.98854, 0.71873, -2.13103], [5.39668, 2.22885, -1.28135], [3.30152, 0.21859, -0.07075], [5.06506, 0.21332, 0.19827], [3.12427, 1.73036, 1.71095], [4.90910, 1.75704, 1.81403], [2.95712, 4.69430, 1.78018], [3.98599, 3.53812, 2.74904], [4.78358, 4.90050, 1.81369], [-2.68697, 0.88821, 1.54179], [1.64574, 4.05396, -2.67029], [1.19782, -0.77646, 4.49805], [1.96214, -0.40966, 3.35011], [-0.13829, -1.07900, 4.11080], [1.78128, -1.95290, 5.09939], [1.20532, 0.25028, 5.40511], [1.20328, -3.24479, 6.91479], [-4.58522, -2.40305, 0.74439], [0.28254, 1.19405, 7.91083], [-6.29171, -5.34948, -0.69135], [-6.47566, -6.24126, -1.58329], [-5.26463, -7.42158, -1.43640], [-5.44820, -8.29482, -2.33579], [-6.43469, -5.91852, -2.63718], [-7.42507, -6.80131, -1.54993], [-5.32492, -7.74920, -0.38371], [-4.31718, -6.85376, -1.45892], [-5.09180, 0.64534, -1.04544], [-6.94540, 3.27689, -0.59894], [-7.36211, 3.45774, -2.88999]]
}

=====

(2)
{
  "formula": "C3H6O2",
  "method": "the ωB97M-V functional and the def2-TZVPD basis",
  "e_tot_ha": -268.33885,
  "e_above_lowest_ev": 1.8063,
  "homo_energy_ev": -9.670,
  "orbital_gap_ev": 10.53,
  "smiles": "COCC=O",
  "e_lumo_ev": 0.864,
  "charge": 0,
  "symbols": ["C", "O", "C", "C", "O", "H", "H", "H", "H", "H", "H"],
  "positions_angstrom": [[-1.35118, 0.72852, 0.11331], [-0.77404, -0.44731, 0.65418], [0.37890, -0.94969, 0.02198], [1.50456, 0.05542, -0.15646], [2.67126, -0.21545, -0.00540], [-1.04312, 1.62636, 0.67141], [-1.10492, 0.88356, -0.94905], [-2.43963, 0.63697, 0.20284], [0.13922, -1.34752, -0.98054], [0.74866, -1.78620, 0.62448], [1.19330, 1.06697, -0.49491]]
}

=====

(3)
{
  "formula": "C41H38F5NO6SiW",
  "method": "the ωB97M-V functional and the def2-TZVPD basis",
  "e_tot_ha": -2947.17773,
  "e_above_lowest_ev": 1.3784,
  "homo_energy_ev": [-7.219, -7.212],
  "orbital_gap_ev": [5.47, 5.47],
  "e_lumo_ev": [-1.749, -1.746],
  "charge": 0,
  "symbols": ["W", "C", "C", "C", "C", "C", "C", "H", "H", "H", "H", "H", "H", "O", "C", "O", "C", "C", "C", "C", "C", "C", "N", "O", "O", "H", "H", "H", "H", "F", "C", "C", "F", "C", "F", "C", "O", "C", "F", "C", "F", "C", "C", "C", "C", "Si", "O", "C", "C", "C", "C", "C", "C", "C", "C", "C", "C", "C", "C", "H", "H", "H", "H", "H", "H", "H", "H", "H", "H", "H", "H", "H", "H", "H", "H", "H", "H", "H", "C", "C", "C", "C", "C", "C", "H", "H", "H", "H", "H", "H", "H", "H", "H"],
  "positions_angstrom": [[-0.83932, 0.73945, -0.92777], [2.02108, -1.65783, 0.22121], [2.57835, -0.38411, 0.52925], [1.78640, 0.62974, 0.96019], [0.37312, 0.44511, 1.08627], [-0.19045, -0.81527, 0.76321], [0.68897, -1.86987, 0.35275], [2.66986, -2.45940, -0.10475], [3.64658, -0.23447, 0.44066], [2.21842, 1.57902, 1.25126], [-0.17629, 1.13398, 1.71255], [-1.13512, -1.10932, 1.20108], [0.26654, -2.84765, 0.15898], [2.16818, -1.08426, -3.17437], [1.19738, -0.40746, -2.98357], [0.78804, 0.03916, -1.79846], [0.19843, -0.00020, -4.03754], [-0.20446, -0.76544, -5.11414], [-1.40389, -0.46024, -5.76997], [-2.26697, 0.49908, -5.26312], [-1.83121, 1.22899, -4.16816], [-0.55956, 1.09078, -3.67193], [-2.72215, 1.94830, -3.29028], [-3.79874, 2.34255, -3.65627], [-2.30375, 2.08988, -2.11329], [0.37224, -1.63634, -5.39788], [-1.71461, -1.05658, -6.61710], [-3.26762, 0.64044, -5.64779], [-0.15590, 1.83852, -2.99784], [3.58885, 6.61318, -1.74693], [2.75531, 5.59463, -1.50958], [2.74532, 4.48764, -2.33717], [3.57634, 4.42882, -3.38009], [1.87411, 3.44187, -2.09221], [1.89393, 2.38490, -2.92659], [0.97169, 3.45634, -1.02520], [0.12353, 2.48746, -0.78834], [1.02876, 4.57845, -0.19211], [0.25048, 4.61581, 0.88759], [1.89113, 5.63071, -0.43015], [1.90033, 6.68320, 0.39271], [-5.11644, 1.53416, 3.25041], [-3.80590, 1.00951, 2.64351], [-2.67505, 1.15194, 3.67473], [-3.98152, -0.48361, 2.32215], [-3.49103, 1.90158, 1.00558], [-2.18943, 1.13839, 0.27776], [-3.21444, 3.74627, 1.12288], [-3.33842, 4.51075, -0.04351], [-3.16755, 5.88604, -0.02402], [-2.87018, 6.53263, 1.16776], [-2.74707, 5.79708, 2.33587], [-2.91505, 4.41876, 2.30967], [-4.98469, 1.64099, -0.09160], [-5.13596, 0.47660, -0.85114], [-6.29463, 0.24694, -1.58082], [-7.31731, 1.18508, -1.57721], [-7.17911, 2.35336, -0.84171], [-6.02441, 2.57476, -0.10419], [-5.29972, 1.04363, 4.21180], [-5.96965, 1.32948, 2.60148], [-5.08125, 2.61231, 3.42801], [-2.76079, 0.35900, 4.42406], [-2.72616, 2.09977, 4.20901], [-1.67985, 1.07115, 3.22989], [-4.21322, -1.03025, 3.24178], [-3.07586, -0.91943, 1.89417], [-4.79875, -0.65342, 1.61877], [-3.58366, 4.02320, -0.97995], [-3.27161, 6.45580, -0.93922], [-2.73294, 7.60633, 1.18471], [-2.51032, 6.29322, 3.26846], [-2.81016, 3.86824, 3.23376], [-4.32976, -0.25030, -0.88239], [-6.40622, -0.66671, -2.15162], [-8.21990, 1.00697, -2.14809], [-7.97063, 3.09203, -0.84318], [-5.93164, 3.48880, 0.47175], [-4.21385, -3.53245, -1.71692], [-3.37097, -2.87437, -2.81863], [-2.44358, -3.92065, -3.45078], [-4.29403, -2.29282, -3.89764], [-2.55210, -1.80453, -2.22008], [-1.89179, -0.91659, -1.71532], [-4.90506, -4.25589, -2.15474], [-4.79157, -2.78641, -1.16856], [-3.57217, -4.05332, -1.00527], [-3.03282, -4.74571, -3.85780], [-1.75088, -4.31941, -2.70944], [-1.86008, -3.47908, -4.26041], [-4.98042, -3.05983, -4.26336], [-3.70635, -1.92860, -4.74089], [-4.87732, -1.45885, -3.50608]]
}